Entry 1:
C21H16ClIN3O3Rh as an isolated structure in a non-equilibrium geometry. Source: the Open Molecules 2025 dataset; level of theory: ωB97M-V/def2-TZVPD.

XYZ file:
```
46
Properties=species:S:1:pos:R:3:mulliken_charge:R:1
Rh -0.82 -0.16 -0.83 0.29
C -4.97 0.99 -0.68 -1.41
C -3.46 1.07 -0.77 1.03
O -2.84 -0.01 -0.95 -0.67
C -2.88 2.36 -0.67 -0.97
C -1.54 2.69 -0.71 0.97
C -1.10 4.11 -0.56 -1.30
N -0.57 1.75 -0.88 0.24
N 0.69 2.16 -0.87 -0.62
C 1.56 1.15 -0.88 0.66
O 1.18 -0.06 -0.91 -0.94
C 2.99 1.46 -0.82 0.51
C 3.91 0.41 -0.75 -0.43
C 5.25 0.67 -0.61 -0.63
C 5.70 1.99 -0.54 -0.37
C 4.80 3.03 -0.64 -0.66
C 3.45 2.78 -0.79 -0.30
H -5.29 -0.04 -0.70 0.36
H -5.43 1.53 -1.50 0.35
H -5.30 1.45 0.26 0.36
H -3.57 3.18 -0.55 0.30
H -1.96 4.78 -0.48 0.36
H -0.48 4.41 -1.40 0.33
H -0.49 4.20 0.34 0.32
H 3.54 -0.61 -0.79 0.39
H 5.97 -0.14 -0.54 0.39
H 6.75 2.19 -0.40 0.38
H 5.15 4.05 -0.60 0.38
H 2.73 3.58 -0.86 0.47
Cl -0.62 -5.76 3.18 -0.27
C -0.69 -4.14 2.61 0.72
C -0.72 -3.12 3.57 -0.65
C -0.82 -1.82 3.16 -0.49
I -0.86 -0.20 4.47 0.05
C -0.86 -1.46 1.77 1.47
O -0.92 -0.23 1.44 -0.42
C -0.82 -2.52 0.81 0.20
N -0.86 -2.15 -0.50 0.03
C -0.80 -3.13 -1.44 -0.48
C -0.74 -4.45 -1.13 -0.79
C -0.70 -4.86 0.22 -0.60
C -0.73 -3.88 1.21 -0.38
H -0.68 -3.37 4.62 0.43
H -0.81 -2.79 -2.47 0.50
H -0.70 -5.20 -1.91 0.41
H -0.64 -5.91 0.48 0.45
```

## Properties
Energy relative to the best compared isomer or geometry (same formula, charge and spin) ... 0.00 kcal per mole
Highest occupied orbital energy (spin up / spin down) ... -7.46 / -7.46 eV

***

Entry 2:
C47H110Br3NO as an isolated structure in a non-equilibrium geometry. Source: the Open Molecules 2025 dataset; level of theory: ωB97M-V/def2-TZVPD.

XYZ file:
```
162
Properties=species:S:1:pos:R:3:mulliken_charge:R:1
C 3.50 3.38 4.75 0.68
Br 4.23 5.09 5.37 -0.07
Br 1.64 3.17 5.35 -0.08
Br 4.54 1.84 5.35 -0.07
H 3.49 3.38 3.66 -0.46
C -7.23 -1.23 2.10 -1.45
C -5.91 -0.52 1.93 0.41
C -6.01 0.95 1.54 -0.97
C -4.61 1.53 1.28 0.37
C -3.76 1.64 2.54 -0.29
C -2.31 2.04 2.29 -0.91
H -7.66 -1.48 1.12 0.31
H -7.94 -0.66 2.69 0.35
H -7.16 -2.21 2.59 0.32
H -5.30 -0.63 2.83 0.14
H -5.30 -1.10 1.22 -0.05
H -6.53 1.57 2.28 0.35
H -6.59 0.99 0.61 0.40
H -4.14 0.86 0.56 -0.58
H -4.76 2.53 0.87 0.46
H -4.17 2.40 3.21 0.41
H -3.66 0.71 3.10 0.07
H -1.81 1.23 1.75 -0.18
H -2.25 2.95 1.68 0.39
H -1.79 2.26 3.21 0.44
C -4.18 -4.08 2.98 -1.07
C -3.16 -3.26 3.77 0.13
C -1.74 -3.81 3.54 -0.60
C -0.63 -3.00 4.21 -0.65
C 0.77 -3.61 3.93 0.81
C 1.06 -4.96 4.55 -1.16
H -4.13 -3.81 1.92 0.22
H -5.18 -3.80 3.30 0.24
H -4.08 -5.15 3.09 0.41
H -3.17 -2.18 3.63 -0.12
H -3.36 -3.39 4.84 0.28
H -1.52 -3.82 2.46 0.20
H -1.68 -4.86 3.83 0.33
H -0.62 -1.97 3.85 0.13
H -0.71 -3.09 5.29 0.37
H 1.01 -3.69 2.86 -0.18
H 1.47 -2.84 4.27 -0.06
H 0.55 -5.08 5.51 0.32
H 0.70 -5.78 3.93 0.33
H 2.13 -5.06 4.75 0.10
C 5.05 -4.33 5.16 -1.22
C 5.39 -3.24 4.14 -0.59
C 4.20 -2.34 3.77 -0.41
C 4.56 -1.13 2.90 0.35
C 5.02 -1.56 1.49 0.01
C 5.35 -0.38 0.59 -1.05
H 4.89 -3.90 6.14 0.34
H 5.87 -5.04 5.23 0.40
H 4.20 -4.87 4.75 0.15
H 6.18 -2.55 4.44 0.36
H 5.75 -3.72 3.22 0.31
H 3.60 -2.04 4.63 0.63
H 3.53 -2.96 3.15 -0.28
H 3.66 -0.52 2.79 -0.51
H 5.35 -0.48 3.30 0.59
H 5.92 -2.17 1.56 0.55
H 4.27 -2.24 1.07 -0.10
H 4.42 0.13 0.34 -0.04
H 6.00 0.31 1.13 0.35
H 5.81 -0.72 -0.33 0.44
C 4.68 5.94 -2.51 -1.26
C 4.59 5.91 -1.00 -0.13
C 3.28 6.44 -0.46 -0.69
C 3.21 6.62 1.07 -0.21
C 1.89 7.25 1.50 -0.44
C 1.80 7.40 3.04 -1.07
H 4.00 5.23 -3.01 0.22
H 5.65 5.53 -2.83 0.39
H 4.56 6.90 -3.01 0.35
H 4.74 4.89 -0.65 0.09
H 5.40 6.54 -0.61 0.30
H 2.40 5.86 -0.77 0.19
H 3.13 7.44 -0.90 0.39
H 3.32 5.69 1.65 -0.14
H 4.09 7.22 1.32 0.65
H 1.80 8.28 1.13 0.51
H 1.04 6.62 1.25 0.21
H 1.96 6.46 3.58 0.08
H 2.56 8.06 3.47 0.36
H 0.78 7.71 3.27 0.33
C -3.93 2.50 -6.83 -1.07
C -2.41 2.59 -6.93 -0.52
C -1.72 2.06 -5.68 0.05
C -0.20 1.95 -5.79 -0.91
C 0.43 1.33 -4.53 -0.28
C 0.33 2.20 -3.29 -0.47
H -4.45 2.71 -7.76 0.38
H -4.35 3.23 -6.14 0.32
H -4.24 1.51 -6.47 0.15
H -2.01 2.14 -7.83 0.38
H -2.18 3.66 -7.02 0.28
H -2.13 1.08 -5.43 -0.06
H -2.04 2.71 -4.86 0.27
H 0.06 1.37 -6.68 0.35
H 0.25 2.94 -5.93 0.33
H 0.00 0.33 -4.41 0.08
H 1.49 1.18 -4.74 0.38
H 1.02 3.02 -3.48 0.37
H -0.69 2.54 -3.07 0.32
H 0.66 1.69 -2.38 -0.28
C -1.64 -0.45 -0.82 0.76
C -2.32 -1.11 -2.00 0.04
C -3.79 -0.73 -2.17 -0.26
C -4.39 -1.30 -3.44 -0.63
C -5.88 -1.03 -3.59 -0.16
C -6.42 -1.58 -4.91 -1.39
H -0.78 -0.97 -0.40 -1.06
H -2.38 -0.42 -0.01 -0.32
H -1.31 0.58 -0.98 0.27
H -1.75 -0.80 -2.89 0.07
H -2.26 -2.20 -2.02 0.17
H -3.92 0.35 -2.07 0.52
H -4.30 -1.14 -1.29 -0.16
H -3.86 -0.86 -4.30 0.02
H -4.14 -2.35 -3.60 0.35
H -6.44 -1.43 -2.74 0.28
H -6.03 0.05 -3.57 0.32
H -7.38 -1.13 -5.18 0.37
H -5.72 -1.38 -5.72 0.32
H -6.55 -2.67 -4.94 0.36
C 1.76 -5.56 -5.83 -1.31
C 1.09 -5.69 -4.46 -0.32
C 0.81 -4.34 -3.81 -0.70
C 0.06 -4.43 -2.46 0.22
C 1.01 -4.52 -1.26 -0.74
C 1.72 -3.20 -0.97 -0.11
H 2.81 -5.26 -5.72 0.32
H 1.31 -4.79 -6.47 0.31
H 1.76 -6.52 -6.36 0.38
H 0.13 -6.19 -4.59 0.30
H 1.73 -6.34 -3.86 0.28
H 0.22 -3.67 -4.45 0.41
H 1.77 -3.82 -3.70 0.22
H -0.50 -3.50 -2.32 -0.65
H -0.65 -5.26 -2.49 0.60
H 0.46 -4.77 -0.35 0.25
H 1.73 -5.33 -1.39 0.37
H 1.06 -2.35 -0.78 -0.21
H 2.39 -3.29 -0.12 -0.08
H 2.32 -2.93 -1.85 0.40
C 1.23 3.74 1.47 -0.68
C 1.84 2.35 1.69 1.29
C 1.32 1.34 0.66 0.12
O 1.97 0.08 0.83 0.01
C 1.31 -0.80 1.74 -0.72
N 3.31 2.54 1.58 -0.64
H 0.20 3.72 1.81 0.04
H 1.36 4.12 0.45 0.15
H 1.70 4.47 2.13 -0.27
H 1.58 2.03 2.70 -0.06
H 1.65 1.69 -0.31 0.17
H 0.24 1.23 0.82 -0.78
H 0.26 -0.97 1.52 0.44
H 1.45 -0.40 2.75 0.63
H 1.87 -1.73 1.71 -0.36
H 3.50 2.86 0.63 0.30
H 3.74 1.62 1.60 0.00
```

## Properties
Energy relative to the best compared isomer or geometry (same formula, charge and spin) ... 0.00 kcal per mole
Highest occupied orbital energy ... -9.51 eV

***

Entry 3:
C18H34N6O3P3ReTe as an isolated structure in a non-equilibrium geometry. Source: the Open Molecules 2025 dataset; level of theory: ωB97M-V/def2-TZVPD.

XYZ file:
```
66
Properties=species:S:1:pos:R:3:lowdin_spin:R:1
Re 0.43 0.46 -0.18 2.19
N 0.12 -2.80 -0.65 0.01
C 1.41 -2.48 -0.61 0.01
N 2.34 -3.44 -0.80 0.00
C 3.63 -3.02 -0.72 0.01
N 4.65 -3.88 -0.87 0.02
N 4.04 -1.72 -0.55 0.03
C 3.04 -0.84 -0.44 0.01
N 1.70 -1.18 -0.36 0.04
C 3.32 0.56 -0.47 0.03
C 4.55 1.15 -0.71 0.00
C 4.65 2.52 -0.98 0.04
C 3.56 3.36 -0.70 -0.01
C 2.39 2.73 -0.40 0.04
N 2.19 1.37 -0.35 0.03
H -0.15 -3.72 -1.00 0.00
H -0.65 -2.17 -0.38 0.00
H 4.40 -4.83 -1.15 0.00
H 5.63 -3.56 -0.99 0.00
H 5.42 0.51 -0.75 0.00
H 5.57 2.90 -1.36 0.00
H 3.55 4.45 -0.79 0.00
H 1.50 3.32 -0.23 0.00
C -1.25 3.43 0.85 0.02
P -1.18 2.18 -0.49 0.05
C -2.93 1.65 -0.50 0.01
C -0.93 3.04 -2.03 0.00
C -0.83 2.02 -3.18 0.00
P -0.06 0.44 -2.51 0.05
C -1.34 -0.82 -3.07 0.02
C 1.34 0.11 -3.66 0.01
H -1.62 4.36 0.42 0.00
H -0.22 3.55 1.19 0.00
H -1.89 3.12 1.70 0.00
H -3.59 2.34 -1.05 0.00
H -3.32 1.57 0.52 0.00
H -3.02 0.64 -0.94 0.00
H -0.09 3.76 -1.95 0.00
H -1.79 3.65 -2.24 0.00
H -0.25 2.39 -4.05 0.00
H -1.82 1.69 -3.52 0.00
H -1.77 -0.59 -4.09 0.00
H -2.18 -0.87 -2.35 0.00
H -0.89 -1.83 -3.13 0.00
H 0.93 0.31 -4.70 0.00
H 1.69 -0.95 -3.54 0.00
H 2.19 0.79 -3.53 0.00
C -1.83 -3.74 3.75 0.00
C -1.30 -3.09 2.50 0.00
O -0.89 -1.73 2.90 0.00
P -1.03 -0.37 2.13 0.01
O -1.03 -0.67 0.59 0.16
Te 0.87 1.14 2.61 0.19
O -2.51 0.12 2.42 0.00
C -2.94 0.47 3.85 0.00
C -4.32 -0.15 4.00 0.00
H -1.99 -4.80 3.48 0.00
H -2.79 -3.34 4.09 0.00
H -1.13 -3.69 4.63 0.00
H -2.08 -3.01 1.70 0.00
H -0.37 -3.54 2.13 0.00
H -2.92 1.54 3.83 0.00
H -2.16 0.05 4.54 0.00
H -4.90 0.08 3.11 0.00
H -4.81 0.31 4.84 0.00
H -4.31 -1.25 4.18 0.00
```

## Properties
Multiplicity ... 4
Net charge ... +3
<S²> ... 3.780
Highest occupied orbital energy (spin up / spin down) ... -17.10 / -17.13 eV

***

Entry 4:
C7H24NNaO8 as an isolated structure in a non-equilibrium geometry. Source: the Open Molecules 2025 dataset; level of theory: ωB97M-V/def2-TZVPD.

XYZ file:
```
41
Properties=species:S:1:pos:R:3:mulliken_charge:R:1
Na 0.33 -0.13 -0.02 0.64
N 0.94 -0.74 -3.70 0.79
O 2.09 -0.40 -4.14 -0.66
O 0.64 -0.41 -2.58 -0.46
O 0.17 -1.40 -4.35 -0.63
C -1.83 1.87 -2.16 -0.93
C -2.87 1.58 -1.08 -0.31
O -2.36 0.68 -0.10 -0.35
H -1.76 1.08 -2.90 0.25
H -0.86 2.15 -1.75 0.13
H -2.25 2.67 -2.76 0.41
H -3.78 1.19 -1.54 0.35
H -3.15 2.47 -0.50 0.34
H -3.01 0.55 0.59 0.20
C -1.43 0.14 3.45 -0.84
C 0.04 -0.36 3.54 -0.39
O 0.82 0.24 2.50 -0.32
H -1.98 -0.21 4.33 0.40
H -1.91 -0.15 2.52 0.01
H -1.59 1.21 3.46 0.32
H 0.08 -1.44 3.41 0.22
H 0.52 -0.26 4.52 0.44
H 1.46 0.82 2.92 0.24
C -0.59 -3.06 -0.83 -0.43
O -0.66 -2.52 0.49 -0.42
H 0.40 -2.80 -1.19 0.00
H -0.65 -4.15 -0.88 0.44
H -1.40 -2.64 -1.43 0.21
H -0.73 -3.24 1.12 0.26
C 0.82 3.01 0.76 -0.48
O 1.26 2.14 -0.27 -0.35
H 0.48 3.94 0.31 0.31
H 0.00 2.41 1.14 0.11
H 1.59 3.20 1.51 0.24
H 1.68 2.62 -0.99 0.23
C 3.24 -2.02 -0.66 -0.65
O 2.85 -0.91 0.04 -0.36
H 2.94 -1.98 -1.70 0.24
H 4.33 -2.09 -0.62 0.32
H 2.75 -2.92 -0.29 0.24
H 3.37 -0.14 -0.19 0.24
```

## Properties
Energy relative to the best compared isomer or geometry (same formula, charge and spin) ... 18.39 kcal per mole
Highest occupied orbital energy ... -7.30 eV